# 1
Formula: C4H7NO
Source: OMol25
Level of theory: ωB97M-V/def2-TZVPD

The geometry in XYZ format:
```
13
Properties=species:S:1:pos:R:3:forces:R:3
C -1.6442 0.7119 0.7144 -0.1 0.0 0.0
C -0.7875 -0.3852 0.1285 -0.1 -0.1 -0.2
O -1.2382 -1.2992 -0.5292 0.1 0.4 0.3
C 0.6921 -0.1825 0.3193 0.0 -0.1 0.2
C 1.6285 -0.8048 -0.6302 0.1 -0.3 0.0
N 1.3426 0.6270 -0.7243 0.0 0.2 -0.2
H -1.4325 1.6483 0.1806 0.0 -0.2 0.1
H -1.3883 0.8859 1.7647 0.0 0.0 -0.1
H -2.7019 0.4685 0.6130 0.1 0.0 0.0
H 1.0125 0.0635 1.3312 0.0 0.0 -0.2
H 1.2053 -1.4618 -1.3847 0.0 0.1 0.1
H 2.6325 -1.0547 -0.3001 -0.1 0.1 0.0
H 0.6790 0.7830 -1.4833 0.1 0.0 0.1
```
Positions in Å, forces in eV/Å.

Results
- Molecular weight: 85.1 u
- ΔE to the lowest compared entry with this formula, charge and spin: 42.8 kcal/mol
- Energy: -7797.787 eV
- Spin multiplicity: 1
- SMILES: CC(=O)[C@H]1CN1
- Total charge: 0

# 2
Formula: C8H8N4
Source: OMol25
Level of theory: ωB97M-V/def2-TZVPD

The geometry in XYZ format:
```
20
Properties=species:S:1:pos:R:3:forces:R:3
C -0.7793 0.9808 0.6381 -1.7 3.2 0.5
C -0.1260 -0.1639 0.6900 1.8 -1.4 -0.8
C -0.8070 1.6099 -0.6863 -0.8 -0.6 1.7
C 0.6378 -0.7735 -0.4158 -2.2 1.3 3.0
C 0.9030 -1.8130 1.6348 -0.2 0.5 -2.7
C -1.8759 2.2829 -1.2425 -3.1 3.6 0.1
C -1.5413 2.6065 -2.5211 -0.3 -0.7 -3.0
C 1.6093 -2.8043 2.5182 -1.5 1.0 -0.9
N 0.0936 -0.8389 1.8896 0.5 -0.5 0.2
N 1.1474 -1.8216 0.2066 0.6 -1.2 2.5
N 0.0969 1.3831 -1.6155 0.2 0.0 0.3
N -0.3759 1.9953 -2.7119 3.1 -1.7 -0.5
H -1.2277 1.4360 1.5900 0.6 -0.7 -1.9
H -2.7722 2.8521 -0.8807 1.0 -1.3 0.5
H -2.0293 2.9599 -3.4733 0.2 0.1 1.8
H 1.2420 -3.7656 2.2242 0.5 -1.0 -0.6
H 2.6798 -2.6264 2.3291 -0.3 -0.5 1.0
H 1.1145 -2.7440 3.4869 1.1 0.6 0.5
H 1.7859 -2.4115 -0.1945 1.8 -1.8 -1.0
H 0.2245 1.6563 -3.4660 -1.1 1.2 -0.5
```
Positions in Å, forces in eV/Å.

Results
- Molecular weight: 160.2 u
- ΔE to the lowest compared entry with this formula, charge and spin: 0.0 kcal/mol
- Energy: -14380.541 eV
- Spin multiplicity: 3
- Total charge: 0

# 3
Formula: C4H8N2O
Source: OMol25
Level of theory: ωB97M-V/def2-TZVPD

The geometry in XYZ format:
```
15
Properties=species:S:1:pos:R:3:forces:R:3
C 0.7492 -0.0899 -0.0423 -1.4 0.9 0.6
C 1.9661 -0.5871 -0.1330 1.7 2.0 2.5
C 0.2894 1.3779 0.2403 0.6 -1.7 -0.4
C -0.5247 -0.8442 -0.3566 0.0 -0.1 -2.4
N -1.1524 1.3196 0.3224 0.1 0.6 -1.7
N -1.6727 0.1508 -0.3184 2.0 -0.7 0.4
O -0.7921 -1.8507 0.5405 -1.4 -1.5 0.3
H 2.2407 -1.5976 0.0437 -0.3 -1.1 -0.9
H 2.8067 0.0803 0.2450 -1.0 -0.6 -0.9
H 0.6576 1.8453 1.1393 0.4 -0.2 0.5
H 0.7093 1.9324 -0.5694 -0.3 0.9 -0.9
H -0.2567 -1.2936 -1.4320 -1.4 0.9 1.8
H -1.4102 1.3682 1.2632 -0.8 -0.4 1.4
H -1.9150 0.4173 -1.2481 -0.1 0.2 -0.7
H -1.6952 -2.2288 0.3053 1.7 0.8 0.5
```
Positions in Å, forces in eV/Å.

Results
- Molecular weight: 100.1 u
- ΔE to the lowest compared entry with this formula, charge and spin: 83.3 kcal/mol
- Energy: -9302.779 eV
- Spin multiplicity: 1
- SMILES: C=C1CNN[C@@H]1O
- Total charge: 0

# 4
Formula: C19H26BN7Sn
Source: OMol25
Level of theory: ωB97M-V/def2-TZVPD

The geometry in XYZ format:
```
54
Properties=species:S:1:pos:R:3:forces:R:3
C 0.6205 0.4945 -2.4485 0.2 1.4 -0.9
N -0.1489 0.9413 -1.4328 1.4 3.4 -4.3
N -0.3309 2.2768 -1.5322 0.0 1.0 -0.7
C 0.3219 2.6912 -2.6307 -0.2 0.2 0.4
C 0.9343 1.5989 -3.2364 0.4 -0.8 -0.4
B -1.0915 3.1621 -0.4851 -0.9 0.7 -1.2
N -2.5016 2.5665 -0.2368 0.4 0.5 -0.1
N -2.6808 1.2413 0.0159 0.4 -0.5 0.1
C -4.0125 1.0313 0.2010 0.0 1.3 -0.2
C -4.6805 2.2581 0.0643 -0.1 -0.8 0.1
C -3.6931 3.1961 -0.2144 0.4 -0.5 0.1
Sn -0.9090 0.0095 -0.0607 1.6 0.9 0.6
N -0.3008 3.2860 0.8417 0.7 3.2 0.2
N 0.0447 2.1838 1.5758 1.8 0.7 2.9
C 0.7892 2.6673 2.6110 -1.6 -2.4 -1.8
C 0.9122 4.0819 2.5258 0.6 -0.1 1.2
C 0.1968 4.4248 1.3798 -2.0 -1.2 -2.8
H 1.1851 1.9922 3.3467 0.2 0.0 0.3
H 0.0055 5.3870 0.9173 0.1 -0.1 0.1
H 1.4332 4.7445 3.2025 0.1 0.0 0.1
H -1.2044 4.2590 -0.9775 0.1 -0.4 0.3
H -3.7445 4.2650 -0.4007 -0.1 -0.2 0.0
H 0.3022 3.7437 -2.8961 0.1 -0.2 -0.1
H -5.7538 2.4340 0.1492 0.4 -0.1 -0.1
H 1.5381 1.5992 -4.1459 -0.3 0.0 0.4
H -4.3810 0.0433 0.3978 -0.3 -0.2 0.0
H 0.8695 -0.5489 -2.5246 0.1 0.1 -0.2
H -0.9727 0.2419 1.8604 -1.1 -2.0 0.8
C -1.5606 -0.8149 1.7824 0.7 1.7 -2.1
H -2.5444 -0.6493 1.9107 -3.4 0.0 1.4
H -1.6107 -1.4289 0.4606 -1.4 -0.8 3.5
H -0.9750 -1.5587 2.1054 1.8 -2.9 2.1
C 1.3347 -5.1264 -0.7801 -0.3 -0.9 -1.2
N 0.2231 -4.1709 -0.7650 2.5 1.3 2.3
C -0.4565 -4.1410 0.5316 -1.1 -0.6 0.0
C 0.5305 -2.8170 -1.3044 -0.4 0.0 -1.4
C 1.5002 -1.9570 -0.4833 0.7 -0.4 0.6
C 2.8407 -2.3787 -0.4312 -0.1 0.0 -0.1
C 3.7977 -1.6646 0.2834 0.1 -0.1 0.0
C 3.4326 -0.5096 0.9515 -0.2 -0.1 -0.1
C 2.1078 -0.0730 0.8874 0.6 0.7 0.5
C 1.1375 -0.7572 0.1801 -0.8 -1.8 0.1
H 0.9429 -6.1477 -0.6343 0.0 0.3 0.1
H 2.0482 -4.9227 0.0485 -0.5 0.1 -0.2
H 1.8547 -5.1067 -1.7526 -0.2 0.1 0.4
H 0.1867 -3.6614 1.3056 -0.1 -0.3 -0.6
H -1.4116 -3.5971 0.4482 0.3 -0.2 -0.1
H -0.7031 -5.1652 0.8606 0.2 0.4 -0.1
H 0.9320 -2.9287 -2.3357 -0.2 -0.2 0.6
H -0.4435 -2.3091 -1.4476 0.1 -0.2 0.1
H 3.1797 -3.2722 -0.9582 -0.2 0.3 0.0
H 4.8292 -2.0084 0.3148 -0.2 0.0 -0.1
H 4.1744 0.0485 1.5166 -0.2 -0.1 -0.1
H 1.9059 0.8457 1.4377 -0.1 -0.4 -0.4
```
Positions in Å, forces in eV/Å.

Results
- Molecular weight: 482.0 u
- ΔE to the lowest compared entry with this formula, charge and spin: 125.7 kcal/mol
- Energy: -37011.860 eV
- Spin multiplicity: 1
- Total charge: +4

# 5
Formula: C15H15FeN5O3S4Sb
Source: OMol25
Level of theory: ωB97M-V/def2-TZVPD

The geometry in XYZ format:
```
44
Properties=species:S:1:pos:R:3:forces:R:3
Fe 0.6284 -1.9590 -0.3104 0.4 0.3 -0.3
N 4.8096 -2.2242 -1.3813 0.1 0.0 -0.1
C 3.6287 -1.8001 -0.7807 -0.2 0.0 0.0
S 2.6264 -0.6812 -1.6289 -0.2 -0.1 0.1
N 3.3948 -2.2898 0.3977 0.3 -0.1 0.1
N 2.1908 -1.8573 0.9090 -0.4 0.0 -0.1
C 2.1715 -1.5278 2.1397 0.1 0.0 0.1
C 1.0335 -0.9660 2.8398 -0.1 0.1 0.1
C 1.1183 -0.7957 4.2237 0.1 0.0 -0.1
C 0.1257 -0.1698 4.9518 -0.1 0.1 0.1
C -0.9895 0.3242 4.2673 0.1 -0.1 0.0
C -1.0976 0.1816 2.9016 0.0 0.0 0.0
C -0.1001 -0.4732 2.1343 0.0 0.0 0.0
O -0.2416 -0.5770 0.8581 0.3 0.1 0.0
H 4.7340 -2.2125 -2.3869 0.0 0.0 0.0
H 5.1036 -3.1222 -1.0202 0.0 0.0 0.0
H 3.1083 -1.6362 2.6872 0.0 0.0 0.0
H 2.0031 -1.1746 4.7276 0.0 0.0 0.0
H 0.2083 -0.0602 6.0260 0.0 0.0 0.0
H -1.7822 0.8212 4.8168 0.0 0.0 0.0
H -1.9697 0.5474 2.3717 0.0 0.0 0.0
S -1.9234 -6.4165 -1.4681 0.1 -0.1 0.1
Sb -1.5370 -4.1651 -1.1356 0.3 0.0 0.0
S -0.2424 -3.5927 0.9185 -0.6 -0.2 0.0
S 0.7383 -3.6109 -1.9365 -0.1 0.2 0.0
O -1.3951 4.7692 0.9910 0.0 0.0 -0.1
C -1.9610 4.6049 -0.2977 0.1 0.0 0.1
N -1.5486 3.3046 -0.7416 -0.1 -0.1 -0.1
C -1.7707 2.9383 -2.0313 0.0 0.4 0.1
O -2.2427 3.7508 -2.8241 0.0 -0.1 0.0
C -1.4115 1.5564 -2.4231 0.1 -0.4 -0.2
C -1.6453 1.1459 -3.7311 -0.1 0.1 0.0
C -1.3226 -0.1450 -4.0907 0.0 0.0 0.0
C -0.7806 -1.0016 -3.1394 0.0 0.1 -0.1
N -0.5597 -0.6214 -1.8832 -0.1 -0.1 0.0
C -0.8644 0.6266 -1.5464 0.0 0.2 0.2
H -1.6054 5.6541 1.2999 0.0 0.0 0.0
H -1.6004 5.3532 -1.0070 0.0 0.0 0.0
H -3.0550 4.6797 -0.2535 0.0 0.0 0.0
H -1.2751 2.6375 -0.0378 0.0 0.0 0.0
H -2.0747 1.8547 -4.4281 0.0 0.0 0.0
H -1.4859 -0.5069 -5.0972 0.0 0.0 0.0
H -0.4871 -2.0208 -3.3709 0.0 0.0 0.1
H -0.6539 0.8573 -0.5097 0.0 -0.1 0.0
```
Positions in Å, forces in eV/Å.

Results
- Molecular weight: 619.2 u
- ΔE to the lowest compared entry with this formula, charge and spin: 22.7 kcal/mol
- Energy: -113660.484 eV
- Spin multiplicity: 2
- Total charge: -2

# 6
Formula: C21H56NO11P2S9
Source: OMol25
Level of theory: ωB97M-V/def2-TZVPD

The geometry in XYZ format:
```
100
Properties=species:S:1:pos:R:3:forces:R:3
O 3.8383 5.9505 2.2928 -2.0 0.8 -3.5
P 3.1050 6.2725 0.9599 1.6 -1.2 3.8
C 1.7240 4.9921 0.6163 -0.4 -1.6 -1.2
C 2.1776 3.6216 0.0746 -4.5 0.3 0.6
C 1.0759 2.5570 -0.2020 -0.9 3.4 1.2
C -0.4185 2.9842 0.0525 3.4 2.8 0.7
C -0.6917 4.4175 0.5671 1.5 -1.9 -1.2
P -2.5145 4.9438 0.8201 -1.4 1.0 -0.3
O -2.6656 6.4093 -0.0909 1.6 -3.4 0.3
O -3.4583 3.7937 -0.0083 2.2 2.4 0.1
S -2.9885 5.2030 2.6724 0.5 -0.4 -1.4
N 0.3581 5.3931 0.8537 1.0 -4.5 -1.8
H 4.0127 6.1895 -0.1688 -1.1 0.2 0.4
H 2.4102 7.5399 1.0098 0.3 -0.8 -0.6
H 3.2746 3.3702 -0.1248 -1.8 0.7 0.5
H 1.3116 1.5004 -0.5964 -0.5 1.6 0.8
H -1.2857 2.2749 -0.1441 1.4 1.1 0.4
H -2.0598 6.2651 -0.8680 -0.8 0.6 0.6
H -3.4267 4.0470 -0.9673 -0.3 -0.5 0.9
H 0.1302 6.3529 1.2048 0.2 -0.6 -0.1
C -1.5047 -1.7495 -1.4404 0.0 0.1 -0.1
S -0.2543 -1.7613 -0.1402 -0.2 -0.7 -0.2
O 0.3960 -0.4069 -0.1288 0.1 0.5 -0.3
C 0.8730 -2.8954 -0.9723 0.0 0.0 0.0
H -2.3015 -1.0648 -1.1460 0.1 0.0 0.1
H -1.0633 -1.4102 -2.3795 0.1 0.0 0.1
H -1.9160 -2.7540 -1.5579 0.1 0.0 0.2
H 1.1686 -2.4864 -1.9391 0.0 0.0 0.1
H 0.3835 -3.8622 -1.1057 -0.2 0.1 0.1
H 1.7585 -3.0224 -0.3486 -0.1 0.1 -0.1
C -7.4984 3.8314 5.4959 0.0 0.0 0.1
S -6.7213 2.2825 4.9883 -0.1 -0.1 0.2
O -7.2908 1.1949 5.8417 0.2 0.4 -0.2
C -5.0805 2.6732 5.6323 0.1 0.0 0.1
H -8.5536 3.7922 5.2238 0.1 -0.1 0.0
H -7.4073 3.9582 6.5760 0.0 -0.1 0.0
H -7.0225 4.6655 4.9774 0.0 -0.1 0.0
H -5.1368 2.8711 6.7042 -0.1 0.0 0.0
H -4.6808 3.5441 5.1095 -0.1 0.0 0.0
H -4.4278 1.8169 5.4567 -0.1 0.0 0.0
C 3.4544 0.3202 -2.4216 -0.1 0.2 0.1
S 4.2405 -1.2270 -2.9236 0.1 -0.2 0.2
O 3.6750 -2.3140 -2.0670 0.2 0.4 -0.2
C 5.8767 -0.8251 -2.2791 -0.1 0.2 0.2
H 2.3992 0.2744 -2.6950 0.1 -0.1 0.0
H 3.5438 0.4503 -1.3410 0.0 -0.1 0.0
H 3.9270 1.1550 -2.9425 0.0 -0.1 -0.1
H 5.8172 -0.6240 -1.2075 -0.1 -0.1 0.0
H 6.2725 0.0452 -2.8041 0.0 -0.1 -0.1
H 6.5339 -1.6783 -2.4505 -0.2 0.0 0.0
C -6.8852 -1.8099 4.5460 -0.1 0.0 0.0
S -6.8972 -3.5111 5.1495 0.2 0.0 -0.2
O -6.0721 -4.3269 4.2069 -0.3 0.2 0.2
C -8.6324 -3.8343 4.7691 -0.1 0.0 -0.1
H -5.8750 -1.4139 4.6522 -0.1 -0.1 0.1
H -7.1751 -1.7850 3.4939 0.0 -0.1 0.0
H -7.5730 -1.2061 5.1398 0.1 0.0 0.0
H -8.8153 -3.6852 3.7034 0.1 0.0 0.0
H -9.2655 -3.1670 5.3567 0.1 0.0 0.0
H -8.8562 -4.8687 5.0333 0.1 0.1 0.0
C -3.9557 -6.3421 -2.1810 0.0 0.1 -0.1
S -2.7046 -6.3547 -0.8795 0.0 -0.1 0.0
O -2.0569 -5.0048 -0.8674 0.0 -0.1 -0.2
C -1.5751 -7.4881 -1.7132 0.1 0.2 -0.1
H -4.7521 -5.6579 -1.8859 0.1 -0.1 0.1
H -3.5146 -6.0020 -3.1195 0.1 0.0 0.1
H -4.3676 -7.3453 -2.3005 0.1 0.0 0.1
H -1.2796 -7.0783 -2.6807 -0.1 0.0 0.0
H -2.0620 -8.4555 -1.8479 0.0 0.1 0.0
H -0.6895 -7.6145 -1.0883 -0.1 0.1 0.1
C 0.9202 -10.4591 -4.8122 0.0 0.0 -0.1
S 0.9318 -8.8156 -4.0645 -0.1 0.0 -0.2
O -0.2117 -8.0493 -4.6488 0.3 -0.2 0.1
C 2.4380 -8.2463 -4.8803 0.0 0.1 -0.1
H 0.0307 -10.9874 -4.4678 0.0 0.1 0.0
H 0.8928 -10.3740 -5.8997 0.0 0.1 0.1
H 1.8099 -11.0083 -4.4998 0.0 0.1 0.0
H 2.3177 -8.2966 -5.9639 -0.1 0.0 0.1
H 3.2800 -8.8655 -4.5658 -0.1 0.0 0.0
H 2.6206 -7.2123 -4.5841 -0.1 -0.1 0.0
C 9.0291 -2.1644 -4.4485 0.0 0.0 -0.1
S 9.0426 -0.5214 -3.6991 0.0 0.0 -0.2
O 7.8995 0.2472 -4.2829 0.4 -0.1 -0.1
C 10.5483 0.0475 -4.5153 0.0 0.1 -0.1
H 8.1394 -2.6927 -4.1042 0.1 0.1 0.0
H 9.0010 -2.0783 -5.5359 0.0 0.1 0.1
H 9.9185 -2.7145 -4.1372 0.0 0.1 0.0
H 10.4271 -0.0016 -5.5988 -0.1 0.0 0.1
H 11.3900 -0.5726 -4.2020 -0.1 0.0 0.0
H 10.7319 1.0810 -4.2184 -0.1 -0.1 0.0
C 2.0270 10.2846 2.9866 -0.1 0.0 -0.2
S 0.9155 8.9362 3.4394 0.1 0.2 0.4
O 0.1320 8.5669 2.2119 0.2 -0.3 -0.3
C -0.1642 9.9230 4.4952 -0.2 0.0 -0.1
H 2.7716 9.8982 2.2897 -0.1 0.0 0.1
H 1.4643 11.0872 2.5071 0.0 -0.1 0.0
H 2.5291 10.6585 3.8800 0.0 -0.1 0.0
H -0.5942 10.7472 3.9234 0.1 -0.1 0.0
H 0.4069 10.3090 5.3410 0.1 -0.1 -0.1
H -0.9658 9.2816 4.8640 0.1 0.0 -0.1
```
Positions in Å, forces in eV/Å.

Results
- Molecular weight: 849.2 u
- ΔE to the lowest compared entry with this formula, charge and spin: 108.5 kcal/mol
- Energy: -162778.495 eV
- Spin multiplicity: 1
- Total charge: +1